# 1
The following is a DFT calculation (ωB97M-V/def2-TZVPD) of 2 unconnected molecules or ions with the total composition C20H39ClIN6O2 at a distorted geometry.

The geometry in XYZ format:
```
69
Properties=species:S:1:pos:R:3:forces:R:3:lowdin_charge:R:1
C 4.1381 -2.5813 0.4023 0.51 0.59 -0.66 -0.158
C 4.0221 -0.9603 0.3520 -0.62 -1.91 -1.42 -0.777
I 4.3476 -0.0648 2.3040 -0.16 -0.17 -0.80 0.802
C 2.5945 -0.6379 -0.2988 0.33 0.09 1.01 -0.202
C 2.4883 0.7818 -1.0344 -1.39 -2.56 0.18 -0.339
C 3.4178 0.6504 -2.3318 0.53 0.59 -1.04 -0.005
C 4.2972 1.9371 -2.6597 -0.91 3.16 -1.81 -0.357
O 3.7000 2.9287 -3.1870 1.41 -3.17 1.73 -0.005
N 5.7321 2.0695 -2.4616 -1.83 1.17 2.00 -0.127
C 6.1220 3.5323 -2.4928 0.18 1.33 -1.07 -0.094
C 6.1876 1.5575 -1.1275 1.37 -1.40 0.58 -0.092
N 2.5944 2.0360 -0.2054 -2.03 1.95 -2.47 0.168
C 1.6756 2.9995 -0.8444 1.20 -3.31 -1.33 -0.181
N 1.5541 4.3075 -0.5841 0.32 -0.48 -0.87 0.231
N 0.9257 2.2848 -1.8883 0.03 2.35 2.84 -0.007
C -0.3504 2.8942 -2.3416 -0.21 -0.31 -1.78 -0.111
C -1.5458 2.8196 -1.2854 0.70 2.31 2.42 -0.661
O -1.4650 3.4757 -0.2420 -0.60 -2.65 -3.45 0.037
Cl -3.0047 1.7920 -1.7113 1.60 1.04 0.35 0.664
C 0.9006 0.9024 -1.3261 1.52 -0.27 0.94 -0.223
C 0.1675 -0.2805 -2.0983 -0.67 -0.33 0.53 -0.078
C -0.5579 -1.3006 -1.0638 -1.23 1.43 2.16 -0.174
N -1.2924 -0.8803 -0.0484 2.02 -0.94 -2.96 0.096
H 3.1972 -3.0738 0.8165 1.37 0.72 -0.38 0.091
H 5.0891 -2.9286 0.9322 -1.52 0.52 -0.51 0.081
H 4.2698 -2.8934 -0.7007 -0.35 0.32 1.62 0.090
H 4.8393 -0.6270 -0.3658 -0.99 -0.20 1.29 0.044
H 2.4099 -1.4656 -1.0819 0.36 1.47 0.93 0.127
H 1.7435 -0.7740 0.4672 1.43 0.36 -0.96 0.131
H 4.1071 -0.2531 -2.3454 -1.02 1.01 0.51 0.130
H 2.7059 0.5134 -3.2279 1.25 0.43 1.26 0.145
H 5.9986 3.9803 -3.5449 -0.04 -0.84 1.70 0.107
H 5.4887 4.1574 -1.7582 0.85 -0.98 -1.10 0.104
H 7.2192 3.6912 -2.2212 -1.52 -0.70 -0.32 0.101
H 6.9442 2.2596 -0.6187 -1.31 -0.93 -1.03 0.108
H 5.3592 1.3905 -0.3640 0.98 0.12 -1.02 0.033
H 6.7721 0.5791 -1.3085 -1.08 1.31 0.58 0.114
H 3.5448 2.3860 -0.0304 -0.71 0.12 0.19 0.122
H 1.4153 4.9215 -1.4066 -0.32 -0.53 1.03 0.154
H 1.6618 4.7430 0.3371 0.42 -0.54 -0.63 0.157
H -0.6549 2.3436 -3.3039 0.44 0.81 1.51 0.135
H -0.1030 3.9641 -2.6805 -0.85 -1.49 0.80 0.149
H 0.5229 1.0967 -0.2515 -0.08 -1.27 -1.57 0.157
H -0.6860 0.1844 -2.7127 1.35 -0.89 0.62 0.104
H 0.8557 -0.9312 -2.7350 -0.82 1.35 0.57 0.120
H -0.4624 -2.4367 -1.1492 0.10 1.74 -0.27 0.126
H -1.3409 0.1515 -0.0612 -0.02 -0.41 0.13 0.010
C -4.8120 -0.8915 0.5464 -0.10 -0.01 -0.10 -0.105
C -4.3833 -1.7114 1.7571 -0.12 0.13 0.01 -0.278
N -5.3088 -1.6164 2.8791 0.01 0.12 0.33 -0.195
C -4.7602 -2.1331 4.1299 0.18 0.15 0.02 -0.253
C -4.4218 -3.6218 4.1935 0.00 -0.18 0.21 -0.090
C -6.6948 -1.9821 2.6050 -0.10 0.21 -0.25 -0.248
C -6.9661 -3.3794 2.0509 -0.20 -0.20 -0.01 -0.086
H -4.9981 0.1511 0.8202 -0.05 -0.10 0.06 0.077
H -4.0192 -0.9020 -0.2073 -0.04 -0.09 0.09 0.031
H -5.7128 -1.2948 0.0778 0.02 0.07 0.02 0.067
H -3.4075 -1.3264 2.0730 -0.10 -0.13 0.19 0.105
H -4.2233 -2.7515 1.4463 0.10 -0.07 -0.12 0.099
H -5.4423 -1.8898 4.9519 -0.10 0.01 -0.20 0.113
H -3.8452 -1.5711 4.3529 -0.04 0.03 -0.17 0.107
H -5.3191 -4.2378 4.2567 0.07 -0.02 -0.08 0.056
H -3.8344 -3.8249 5.0944 -0.03 0.03 -0.06 0.072
H -3.8278 -3.9503 3.3385 -0.05 0.02 0.00 0.066
H -7.1056 -1.2539 1.8978 0.13 0.00 -0.01 0.101
H -7.2933 -1.8401 3.5116 0.27 0.00 0.05 0.116
H -6.2972 -3.6420 1.2277 0.00 0.04 0.06 0.067
H -7.9888 -3.4277 1.6639 0.08 0.02 0.03 0.074
H -6.8844 -4.1452 2.8221 0.08 -0.02 -0.09 0.055
```
Positions in Å, forces in eV/Å.

## Properties
- Frontier orbital gap: 5.446 eV
- Charge: +1
- HOMO: -9.404 eV
- Largest force on an atom: 0.08536 hartree/bohr



# 2
The following is a DFT calculation (ωB97M-V/def2-TZVPD) of a single C23H24N2O5 molecule at a distorted geometry.

The geometry in XYZ format:
```
54
Properties=species:S:1:pos:R:3:forces:R:3:lowdin_charge:R:1
C -1.4954 2.7452 -2.6051 0.20 -0.19 0.15 -0.081
C -0.8247 2.3332 -1.2955 -0.12 0.24 0.00 -0.427
C -1.8770 2.1144 -0.2117 0.24 -0.12 -0.06 -0.066
C 0.1998 3.4015 -0.8936 0.11 -0.37 0.05 -0.152
C 1.0906 3.0041 0.2876 -0.35 0.43 0.05 -0.127
N 1.8409 1.7852 0.0245 -0.16 0.04 0.25 0.040
C 1.4039 0.6410 0.6739 0.14 0.04 0.00 -0.342
O 0.5128 0.7437 1.5217 -0.06 -0.04 0.06 0.015
C 2.0188 -0.6112 0.3031 0.21 -0.35 -0.24 0.036
C 1.5642 -1.8967 0.8842 -0.12 0.38 0.27 -0.389
O 2.0395 -2.9773 0.4910 0.24 -0.27 -0.28 0.029
N 0.6485 -1.8392 1.8513 -0.08 0.11 0.19 0.106
C 0.0365 -3.0152 2.4290 0.07 -0.21 -0.12 -0.115
C -1.3920 -3.1417 1.9627 0.01 -0.08 -0.01 -0.206
C -1.6476 -3.5009 0.6474 0.08 -0.01 0.12 -0.032
C -2.9430 -3.5863 0.1458 -0.35 0.04 0.07 0.016
C -3.9675 -3.2981 1.0144 0.24 0.16 0.57 -0.205
C -3.7186 -2.9342 2.3381 -0.05 -0.17 -0.62 -0.197
C -2.4420 -2.8438 2.8346 -0.26 -0.04 -0.04 0.053
O -4.9086 -2.7056 2.9783 0.48 0.04 0.18 0.035
C -5.9151 -2.9355 2.0165 -1.25 0.11 0.19 -0.161
O -5.3201 -3.3060 0.7918 0.36 -0.11 -0.32 0.033
C 3.0310 -0.6489 -0.6403 -0.34 -0.06 0.31 -0.196
O 3.5963 -1.7694 -1.0399 -0.05 0.01 0.07 0.108
C 3.5138 0.5795 -1.2141 0.07 0.16 -0.13 -0.068
C 4.5849 0.5683 -2.1153 -0.10 0.02 0.09 -0.001
C 5.0570 1.7386 -2.6552 0.08 -0.03 -0.06 -0.076
C 4.4628 2.9433 -2.2895 -0.05 -0.09 0.04 -0.066
C 3.4035 2.9755 -1.4110 -0.05 0.14 0.05 -0.014
C 2.8953 1.7924 -0.8548 0.49 -0.41 -0.34 -0.125
H -0.7589 2.8695 -3.3965 0.04 0.04 -0.12 0.075
H -2.2102 1.9891 -2.9203 -0.11 -0.05 -0.07 0.075
H -2.0264 3.6865 -2.4780 -0.09 0.13 -0.01 0.080
H -0.2962 1.3875 -1.4640 0.01 0.02 -0.01 0.135
H -2.3726 3.0519 0.0327 -0.11 0.15 0.01 0.083
H -1.4289 1.7070 0.6899 -0.04 0.00 0.11 0.056
H -2.6284 1.4088 -0.5585 -0.13 -0.06 0.00 0.079
H 0.8251 3.6190 -1.7623 -0.02 0.11 -0.02 0.102
H -0.3266 4.3187 -0.6209 -0.02 0.09 -0.04 0.125
H 1.7812 3.8130 0.5368 -0.02 -0.08 0.03 0.123
H 0.4755 2.8014 1.1653 0.20 0.11 -0.13 0.118
H 0.2672 -0.9175 2.0659 0.16 -0.07 -0.14 0.117
H 0.0783 -2.9373 3.5188 0.02 -0.08 -0.08 0.125
H 0.6261 -3.8763 2.1018 -0.10 0.11 0.18 0.126
H -0.8157 -3.7211 -0.0039 0.13 -0.03 -0.08 0.115
H -3.1392 -3.8675 -0.8750 -0.02 -0.05 -0.15 0.118
H -2.2634 -2.5575 3.8578 0.05 0.04 0.17 0.124
H -6.5790 -3.7438 2.3634 0.22 0.14 -0.08 0.139
H -6.5073 -2.0167 1.8757 0.21 -0.18 0.01 0.139
H 3.1244 -2.5177 -0.5380 -0.04 0.23 0.00 0.090
H 5.0248 -0.3844 -2.3643 0.05 -0.06 -0.04 0.120
H 5.8825 1.7295 -3.3495 0.07 -0.02 -0.06 0.104
H 4.8361 3.8707 -2.6980 0.01 0.09 -0.02 0.108
H 2.9831 3.9316 -1.1492 -0.09 0.05 0.03 0.102
```
Positions in Å, forces in eV/Å.

## Properties
- Frontier orbital gap: 8.084 eV
- Energy relative to the best compared isomer or geometry (same formula, charge and spin): 5.2 kcal per mole
- HOMO: -8.023 eV
- Structure (SMILES): CC(C)CCn1c(=O)c(C(=O)NCc2ccc3c(c2)OCO3)c(O)c2ccccc21
- Largest force on an atom: 0.02469 hartree/bohr